(1)
{
  "formula": "C6H6",
  "method": "ωB97M-V with the def2-TZVPD basis set",
  "species": ["C", "C", "C", "C", "C", "C", "H", "H", "H", "H", "H", "H"],
  "positions_angstrom": [[-2.832701, 1.223839, 0.064413], [-1.648320, 1.065716, 0.204060], [-0.205245, 0.898558, 0.361690], [0.383097, -0.095337, -0.599556], [1.496469, -0.711726, -0.295896], [2.145503, -1.747352, 0.146679], [-3.881796, 1.376773, -0.050094], [0.025874, 0.596673, 1.392046], [0.289946, 1.861221, 0.197719], [-0.106364, -0.318959, -1.542528], [1.108465, -2.172321, -0.018930], [3.225073, -1.977086, 0.140396]],
  "atomic_forces_ev_per_a": [[0.4, -0.1, 0.1], [-0.6, 0.2, 0.0], [-0.1, 0.3, 0.1], [0.3, 0.5, -0.2], [0.0, 1.0, -0.3], [-0.8, 0.3, -0.9], [0.1, 0.0, 0.0], [0.0, 0.1, -0.2], [-0.2, 0.1, 0.1], [0.1, 0.4, -0.1], [1.9, -2.5, 1.4], [-1.1, -0.2, 0.0]],
  "nbo_charge": [-0.242, -0.004, -0.497, -0.321, 0.085, -0.542, 0.235, 0.241, 0.242, 0.233, 0.319, 0.251],
  "e_tot_ev": -6313.7347,
  "gap_ev": 9.7,
  "e_lumo_ev": 0.80,
  "e_above_lowest_kj_mol": 527.3,
  "smiles": "C#CCC=C=C"
}

***

(2)
{
  "formula": "C6H6",
  "method": "ωB97M-V with the def2-TZVPD basis set",
  "species": ["C", "C", "C", "C", "C", "C", "H", "H", "H", "H", "H", "H"],
  "positions_angstrom": [[-1.209177, 1.427210, 0.082739], [-0.155151, 0.654940, -0.078999], [-1.417393, -0.024969, -0.021069], [-2.213017, -1.064024, -0.029007], [2.403429, -0.535785, 0.025031], [1.829898, 0.627919, -0.097210], [-1.657931, 2.381193, 0.213199], [-1.835095, -2.065051, -0.139055], [-3.278503, -0.947615, 0.076954], [3.482499, -0.624751, 0.044879], [1.850866, -1.453900, 0.117618], [2.199570, 1.624831, -0.195076]],
  "atomic_forces_ev_per_a": [[0.3, -1.3, -0.2], [4.3, 0.3, 0.2], [0.7, 1.4, 0.0], [-0.5, -0.7, 0.0], [0.4, -0.3, 0.0], [-5.2, 0.0, 0.0], [-0.1, 0.5, 0.1], [0.1, -0.2, 0.0], [-0.1, 0.1, 0.0], [0.1, 0.1, 0.0], [-0.2, -0.1, 0.0], [0.2, 0.3, 0.0]],
  "nbo_charge": [-0.218, 0.043, -0.011, -0.564, -0.419, -0.114, 0.231, 0.204, 0.204, 0.214, 0.222, 0.209],
  "e_tot_ev": -6313.3445,
  "gap_ev": 9.1,
  "e_lumo_ev": 1.05,
  "e_above_lowest_kj_mol": 565.0
}

***

(3)
{
  "formula": "C6H6",
  "method": "ωB97M-V with the def2-TZVPD basis set",
  "species": ["C", "C", "C", "C", "C", "C", "H", "H", "H", "H", "H", "H"],
  "positions_angstrom": [[3.071670, 0.122877, 0.399020], [1.908995, -0.033372, 0.662106], [0.489452, -0.255830, 0.912569], [-0.273262, -0.484825, -0.360924], [-1.510535, -0.103558, -0.473156], [-2.571532, 0.541719, -0.850912], [4.105255, 0.266415, 0.185156], [0.045971, 0.584722, 1.459546], [0.355988, -1.146403, 1.539024], [0.199611, -0.989606, -1.199153], [-2.215412, 1.218258, -1.614871], [-3.606201, 0.279604, -0.658401]],
  "atomic_forces_ev_per_a": [[-0.4, 0.0, 0.1], [0.6, 0.1, -0.1], [0.1, 0.0, 0.1], [-0.2, -0.2, 0.0], [0.2, -0.1, -0.2], [0.2, -0.5, -0.4], [-0.1, 0.0, 0.0], [0.1, -0.1, -0.1], [0.2, 0.1, 0.0], [-0.1, -0.4, 0.3], [-0.9, 1.0, 0.1], [0.2, 0.1, -0.2]],
  "nbo_charge": [-0.239, -0.006, -0.499, -0.277, 0.106, -0.507, 0.235, 0.245, 0.243, 0.235, 0.235, 0.228],
  "e_tot_ev": -6315.0858,
  "gap_ev": 10.2,
  "e_lumo_ev": 0.88,
  "e_above_lowest_kj_mol": 397.0,
  "smiles": "C#CCC=C=C"
}

***

(4)
{
  "formula": "C6H6",
  "method": "ωB97M-V with the def2-TZVPD basis set",
  "species": ["C", "C", "C", "C", "C", "C", "H", "H", "H", "H", "H", "H"],
  "positions_angstrom": [[-2.909093, 2.365444, 0.033330], [-1.736171, 1.872965, -0.050913], [0.595332, -0.894231, -0.911788], [1.068888, -0.885530, 0.514723], [-0.558299, 1.367133, 0.297275], [-0.292939, -0.397245, 0.178207], [1.138514, -0.194341, -1.472275], [0.102784, -1.816056, -1.372527], [1.433963, -1.931650, 0.955490], [1.854378, -0.239541, 0.728018], [0.364818, 1.836303, 0.621773], [-1.062177, -1.083251, 0.478687]],
  "atomic_forces_ev_per_a": [[-0.1, 0.0, -0.2], [1.0, 0.1, 0.7], [-1.4, -1.6, 0.1], [0.8, -4.1, 0.4], [-0.2, -4.8, -0.6], [0.0, 3.7, 1.1], [0.1, 0.7, -1.3], [1.5, 1.3, 0.4], [-1.8, 2.2, -0.5], [1.0, 1.6, 0.1], [-0.3, 0.5, -0.1], [-0.8, 0.5, -0.1]],
  "nbo_charge": [0.152, -0.468, -0.428, -0.436, 0.071, -0.230, 0.221, 0.233, 0.225, 0.211, 0.213, 0.236],
  "e_tot_ev": -6311.9632,
  "gap_ev": 8.2,
  "e_lumo_ev": -1.46,
  "e_above_lowest_kj_mol": 698.3
}

***

(5)
{
  "formula": "C6H6",
  "method": "ωB97M-V with the def2-TZVPD basis set",
  "species": ["C", "C", "C", "C", "C", "C", "H", "H", "H", "H", "H", "H"],
  "positions_angstrom": [[0.991714, -0.048496, -0.246236], [2.286628, -0.016695, -0.487094], [-1.376042, 1.153700, -0.084840], [-1.343757, -1.093291, 0.064095], [-1.860039, 0.020205, -0.896978], [-0.314838, -0.048837, -0.212273], [3.228289, 0.247768, 0.122909], [2.464574, -0.324257, -1.525848], [-1.585839, 2.103465, -0.546255], [-1.598263, 1.365548, 1.036098], [-1.570999, -1.232342, 1.199088], [-1.040987, -2.126851, -0.292588]],
  "atomic_forces_ev_per_a": [[1.0, 0.7, -0.2], [0.3, 0.0, 0.1], [-1.9, -0.2, 1.4], [0.1, -1.5, 0.9], [0.2, -1.2, 1.6], [0.9, 1.0, 0.7], [-2.1, -0.6, -0.7], [0.3, 0.3, 0.3], [1.3, 0.4, -0.8], [0.5, -1.2, -1.4], [0.0, 0.9, -1.8], [-0.8, 1.4, -0.2]],
  "nbo_charge": [0.192, -0.484, -0.443, -0.467, -0.006, -0.142, 0.251, 0.240, 0.232, 0.203, 0.207, 0.217],
  "e_tot_ev": -6312.0537,
  "gap_ev": 8.4,
  "e_lumo_ev": -0.08,
  "e_above_lowest_kj_mol": 689.5
}

***

(6)
{
  "formula": "C6H6",
  "method": "ωB97M-V with the def2-TZVPD basis set",
  "species": ["C", "C", "C", "C", "C", "C", "H", "H", "H", "H", "H", "H"],
  "positions_angstrom": [[2.975200, 0.039736, 0.454853], [1.782821, -0.027044, 0.608724], [0.323767, -0.096149, 0.728194], [-0.330805, -0.258677, -0.657609], [-1.793519, -0.199254, -0.600146], [-2.994406, -0.125459, -0.553584], [4.033113, 0.101849, 0.323510], [-0.053317, 0.815005, 1.206018], [0.037433, -0.934027, 1.373988], [0.036229, 0.532982, -1.320332], [-0.010423, -1.209694, -1.097647], [-4.059616, -0.056101, -0.524203]],
  "atomic_forces_ev_per_a": [[-0.5, 0.0, 0.1], [0.5, 0.0, -0.1], [0.0, 0.0, 0.1], [0.0, 0.0, -0.1], [-0.5, 0.0, 0.0], [0.5, 0.0, 0.0], [-0.2, 0.0, 0.0], [0.1, -0.1, -0.1], [0.1, 0.1, -0.1], [-0.1, -0.1, 0.1], [-0.1, 0.1, 0.1], [0.2, 0.0, 0.0]],
  "nbo_charge": [-0.237, -0.014, -0.463, -0.463, -0.015, -0.236, 0.237, 0.239, 0.238, 0.239, 0.238, 0.237],
  "e_tot_ev": -6315.5039,
  "gap_ev": 11.0,
  "e_lumo_ev": 0.97,
  "e_above_lowest_kj_mol": 356.6,
  "smiles": "C#CCCC#C"
}